Here is a molecular structure, C7H13BeF2N6OS from OMol25. Energies are from ωB97M-V with the def2-TZVPD basis set.

The value obtained for the electronic energy is -1290.9141 a.u. The HOMO energy is -12.14 eV. The value obtained for the energy relative to the best compared isomer or geometry (same formula, charge and spin) is 0.095 eV. The calculation puts the LUMO energy at -2.81 eV. Its spin multiplicity is 1. Its total charge is +1.

Each line ends with the Löwdin charge.
Positions of all 31 atoms, in Å:
Be  0.537  1.329  -0.188  0.05
N  -0.899  2.148  0.615  0.05
N  -0.793  1.989  2.004  -0.02
C  0.229  1.291  2.536  -0.79
N  0.238  1.094  3.855  0.13
S  1.494  0.715  1.611  0.90
H  -1.044  3.134  0.394  0.15
H  -1.702  1.606  0.277  0.12
H  -1.648  2.078  2.542  0.17
H  -0.445  1.505  4.472  0.13
H  1.049  0.657  4.263  0.11
C  -1.939  -2.958  0.391  0.01
N  -0.914  -2.278  -0.374  -0.04
C  -0.065  -2.940  -1.182  -0.01
C  0.815  -2.265  -1.959  0.02
C  0.847  -0.843  -1.871  -0.31
N  0.105  -0.211  -0.942  0.12
C  -0.821  -0.903  -0.216  -0.48
O  -1.570  -0.342  0.568  0.04
N  1.601  -0.147  -2.698  0.24
H  -1.969  -4.010  0.124  0.10
H  -2.905  -2.496  0.188  0.11
H  -1.748  -2.856  1.460  0.11
H  -0.132  -4.018  -1.188  0.14
H  1.497  -2.773  -2.617  0.12
H  2.171  -0.613  -3.382  0.14
H  1.593  0.859  -2.715  0.08
F  0.814  2.702  -2.447  -0.09
C  1.410  2.610  -1.180  -0.34
F  2.720  2.273  -1.477  -0.07
H  1.474  3.663  -0.865  0.10



Here is a molecular structure, C31H37F5N3O3TeV in a non-equilibrium geometry from OMol25. Energies are from ωB97M-V with the def2-TZVPD basis set.

The value obtained for the electronic energy is -3305.1131 a.u. The HOMO energy (alpha / beta) is -6.07 / -6.16 eV. The value obtained for the energy relative to the best compared isomer or geometry (same formula, charge and spin) is 1.146 eV. The calculation puts the LUMO energy (alpha / beta) at 1.08 / 1.53 eV. Its spin multiplicity is 2. Its total charge is -1.

Each line ends with the Löwdin charge.
Positions of all 81 atoms, in Å:
V  -0.113  0.611  0.181  1.02
C  3.906  -3.052  1.380  -0.05
C  2.861  -2.770  0.294  -0.36
C  2.480  -4.081  -0.398  -0.07
C  3.358  -1.732  -0.699  -0.13
C  4.355  -2.121  -1.586  -0.05
C  4.864  -1.244  -2.524  -0.08
C  4.362  0.041  -2.576  -0.04
C  3.372  0.483  -1.704  -0.13
C  2.900  1.912  -1.876  -0.35
C  1.506  1.908  -2.515  -0.05
C  3.029  2.769  -0.617  -0.05
C  2.860  -0.412  -0.744  -0.14
N  1.861  -0.057  0.228  0.00
C  2.346  -0.010  1.510  -0.47
O  3.509  0.095  1.873  0.08
C  1.264  -0.258  2.529  -0.16
C  1.414  -0.560  3.870  0.03
C  0.281  -0.964  4.572  -0.03
C  -0.947  -1.101  3.929  0.03
C  -1.011  -0.777  2.586  -0.13
N  0.073  -0.349  1.960  0.04
C  -2.163  -0.980  1.629  -0.44
O  -3.184  -1.556  1.988  0.07
N  -1.824  -0.521  0.407  -0.01
C  -2.686  -0.786  -0.688  -0.16
C  -2.224  -1.653  -1.688  -0.14
C  -3.030  -1.908  -2.789  -0.05
C  -4.277  -1.320  -2.908  -0.07
C  -4.715  -0.451  -1.924  -0.03
C  -3.933  -0.157  -0.813  -0.12
C  -4.436  0.859  0.193  -0.37
C  -4.747  2.193  -0.490  -0.07
C  -5.664  0.335  0.944  -0.06
C  -0.890  -2.369  -1.571  -0.37
C  -1.137  -3.841  -1.227  -0.04
C  -0.035  -2.212  -2.830  -0.05
H  3.507  -3.755  2.116  0.08
H  4.205  -2.138  1.888  0.06
H  4.795  -3.505  0.934  0.08
H  1.960  -2.381  0.772  0.12
H  3.367  -4.621  -0.736  0.07
H  1.846  -3.905  -1.266  0.05
H  1.944  -4.732  0.296  0.08
H  4.740  -3.133  -1.537  0.10
H  5.643  -1.558  -3.208  0.10
H  4.750  0.739  -3.309  0.11
H  3.573  2.364  -2.612  0.12
H  0.840  1.216  -1.990  0.03
H  1.568  1.535  -3.539  0.09
H  1.058  2.902  -2.523  0.07
H  2.427  2.403  0.206  0.04
H  2.708  3.789  -0.833  0.07
H  4.069  2.791  -0.286  0.09
H  2.387  -0.496  4.334  0.12
H  0.363  -1.205  5.624  0.11
H  -1.829  -1.462  4.437  0.12
H  -2.682  -2.583  -3.562  0.10
H  -4.900  -1.529  -3.769  0.10
H  -5.680  0.029  -2.026  0.11
H  -3.643  1.046  0.917  0.11
H  -5.624  2.109  -1.135  0.07
H  -3.904  2.533  -1.095  0.07
H  -4.945  2.962  0.258  0.08
H  -6.504  0.194  0.258  0.07
H  -5.972  1.054  1.706  0.08
H  -5.439  -0.613  1.426  0.06
H  -0.327  -1.935  -0.736  0.10
H  -1.679  -4.331  -2.039  0.08
H  -1.745  -3.923  -0.324  0.09
H  -0.201  -4.377  -1.068  0.05
H  -0.464  -2.756  -3.673  0.07
H  0.976  -2.592  -2.665  0.06
H  0.046  -1.161  -3.113  0.08
F  -1.221  1.579  -0.994  -0.51
Te  -0.858  3.742  -0.041  2.01
F  -0.608  5.026  1.302  -0.44
F  -2.315  3.164  1.099  -0.48
F  0.397  4.901  -1.115  -0.57
F  -2.284  4.792  -0.823  -0.50
O  0.169  2.154  0.973  -0.59



Here is a molecular structure, C28H24Br2N6O3S3W in a non-equilibrium geometry from OMol25. Energies are from ωB97M-V with the def2-TZVPD basis set.

The value obtained for the electronic energy is -8045.4422 a.u. The HOMO energy (alpha / beta) is -2.37 / -4.62 eV. The value obtained for the energy relative to the best compared isomer or geometry (same formula, charge and spin) is 2.076 eV. The calculation puts the LUMO energy (alpha / beta) at 1.97 / 1.90 eV. Its spin multiplicity is 4. Its total charge is -1.

Each line ends with the Löwdin charge.
Positions of all 67 atoms, in Å:
W  0.436  0.608  -1.155  1.17
S  1.345  1.929  0.681  0.66
C  2.506  0.862  1.430  -0.65
C  3.227  1.359  2.511  -0.07
C  4.144  0.580  3.207  -0.20
C  4.827  1.104  4.317  -0.20
N  5.366  1.526  5.242  0.16
C  4.368  -0.755  2.790  -0.20
C  3.669  -1.244  1.690  -0.07
C  2.732  -0.475  1.019  -0.63
S  1.865  -1.235  -0.290  0.63
C  5.241  -1.606  3.481  -0.21
N  5.927  -2.353  4.025  0.15
H  3.055  2.382  2.807  0.11
H  3.847  -2.255  1.351  0.11
O  -0.111  -0.685  -2.721  -0.32
N  0.766  -1.063  -3.658  -0.17
C  0.380  -2.040  -4.529  -0.01
C  1.236  -2.537  -5.468  -0.07
C  2.544  -2.043  -5.536  -0.06
C  2.924  -1.044  -4.648  -0.09
C  2.040  -0.541  -3.709  -0.62
S  2.477  0.729  -2.635  0.71
H  -0.633  -2.381  -4.391  0.14
H  0.892  -3.310  -6.137  0.10
H  3.252  -2.424  -6.251  0.10
H  3.919  -0.629  -4.653  0.11
C  -2.813  -1.015  -1.122  -0.05
C  -2.822  0.476  -0.950  -0.34
C  -4.017  1.109  -0.664  -0.07
C  -4.155  2.491  -0.766  -0.09
C  -3.048  3.227  -1.228  -0.22
C  -3.037  4.598  -1.549  -0.62
Br  -4.619  5.633  -1.281  0.70
C  -1.931  5.232  -2.084  -0.20
C  -0.775  4.507  -2.298  -0.62
Br  0.739  5.292  -3.119  0.73
C  -0.683  3.154  -1.943  -0.43
O  0.380  2.422  -2.129  -0.39
C  -1.830  2.526  -1.412  -0.16
N  -1.683  1.170  -1.222  -0.04
H  -3.515  -1.275  -1.916  0.08
H  -3.131  -1.526  -0.214  0.08
H  -1.822  -1.348  -1.426  0.03
H  -4.872  0.501  -0.400  0.10
H  -5.101  2.975  -0.573  0.06
H  -1.968  6.279  -2.342  0.09
C  -0.619  -3.069  0.556  -0.09
N  -0.744  -2.352  1.801  -0.12
C  -0.579  -3.164  2.983  -0.05
C  -0.832  -1.003  1.836  -0.47
O  -0.660  -0.276  0.850  -0.13
N  -1.128  -0.491  3.103  -0.16
C  -2.462  -0.774  3.604  -0.06
C  -0.767  0.902  3.297  -0.06
H  -1.492  -3.714  0.414  0.09
H  0.285  -3.680  0.560  0.08
H  -0.545  -2.355  -0.263  0.02
H  0.230  -3.877  2.800  0.09
H  -1.491  -3.728  3.206  0.09
H  -0.319  -2.534  3.832  0.09
H  -2.758  -1.793  3.378  0.07
H  -3.193  -0.090  3.159  0.10
H  -2.462  -0.637  4.684  0.09
H  0.292  1.022  3.079  0.05
H  -0.954  1.157  4.339  0.09
H  -1.342  1.570  2.646  0.10



Here is 12 unconnected molecules or ions with the total composition C34H90Cl4N4O28P6 in a non-equilibrium geometry from OMol25. Energies are from ωB97M-V with the def2-TZVPD basis set.

The value obtained for the electronic energy is -7564.6535 a.u. The HOMO energy is -8.79 eV. The value obtained for the energy relative to the best compared isomer or geometry (same formula, charge and spin) is 0.000 eV. The calculation puts the LUMO energy at -0.15 eV. Its spin multiplicity is 1. The SMILES is COP(=O)(OC)OC.COP(=O)(OC)OC.COP(=O)(OC)OC.COP(=O)(OC)OC.COP(=O)(OC)OC.COP(=O)(OC)OC.CNC(C)=O.CNC(C)=O.CNC(C)=O.CNC(C)=O.ClCCCl.ClCCCl.

Each line ends with the Löwdin charge.
Positions of all 166 atoms, in Å:
C  6.374  -5.118  -1.314  -0.12
O  5.018  -5.403  -1.540  -0.22
P  3.827  -4.304  -1.284  0.47
O  2.458  -4.766  -1.660  -0.26
O  3.967  -4.017  0.283  -0.24
C  3.642  -4.960  1.324  -0.08
O  4.408  -2.959  -1.991  -0.21
C  3.686  -1.735  -1.977  -0.10
H  6.468  -4.052  -1.106  0.07
H  7.034  -5.344  -2.151  0.09
H  6.764  -5.672  -0.460  0.09
H  4.391  -4.948  2.116  0.07
H  3.581  -5.994  0.985  0.09
H  2.727  -4.735  1.873  0.08
H  4.166  -1.005  -1.324  0.07
H  2.623  -1.778  -1.742  0.06
H  3.648  -1.230  -2.942  0.09
C  1.055  -2.227  0.653  -0.12
O  0.381  -0.998  0.695  -0.25
P  0.921  0.329  -0.163  0.45
O  2.306  0.781  -0.008  -0.21
O  -0.276  1.369  0.103  -0.23
C  -0.310  2.633  -0.610  -0.07
O  0.615  -0.175  -1.653  -0.23
C  -0.747  -0.688  -1.946  -0.04
H  2.116  -2.023  0.797  0.07
H  1.036  -2.624  -0.362  0.07
H  0.699  -2.875  1.455  0.09
H  0.543  2.914  -1.227  0.06
H  -0.503  3.385  0.155  0.08
H  -1.169  2.611  -1.282  0.08
H  -1.222  -0.152  -2.768  0.10
H  -1.446  -0.729  -1.109  0.06
H  -0.675  -1.752  -2.167  0.07
C  -4.898  -3.422  -2.429  -0.05
O  -4.201  -3.707  -3.676  -0.21
P  -2.876  -4.538  -3.750  0.44
O  -3.032  -5.993  -3.483  -0.24
O  -1.892  -3.800  -2.689  -0.23
C  -1.809  -4.207  -1.360  -0.13
O  -2.249  -4.147  -5.208  -0.23
C  -3.010  -4.525  -6.328  -0.12
H  -5.670  -4.158  -2.204  0.09
H  -5.490  -2.509  -2.487  0.08
H  -4.228  -3.398  -1.569  0.07
H  -2.267  -5.178  -1.172  0.10
H  -2.163  -3.379  -0.745  0.06
H  -0.770  -4.392  -1.087  0.09
H  -2.358  -5.105  -6.981  0.10
H  -3.389  -3.691  -6.919  0.09
H  -3.870  -5.140  -6.061  0.09
C  1.949  0.588  3.713  -0.11
O  3.088  -0.228  3.906  -0.22
P  2.853  -1.717  4.564  0.50
O  2.142  -2.657  3.646  -0.23
O  4.349  -2.193  4.948  -0.20
C  5.163  -2.862  4.041  -0.12
O  2.199  -1.439  6.016  -0.25
C  2.862  -0.644  6.984  -0.08
H  1.236  0.761  4.520  0.09
H  1.328  0.155  2.930  0.07
H  2.216  1.608  3.437  0.09
H  5.077  -2.509  3.013  0.07
H  4.940  -3.927  3.976  0.08
H  6.228  -2.694  4.204  0.10
H  3.177  -1.225  7.852  0.10
H  2.179  0.140  7.309  0.09
H  3.691  -0.157  6.472  0.08
C  1.032  8.539  -2.020  -0.09
O  2.009  7.920  -1.190  -0.20
P  1.689  6.504  -0.487  0.48
O  1.553  5.277  -1.333  -0.25
O  2.951  6.457  0.491  -0.20
C  3.091  5.465  1.532  -0.07
O  0.428  6.799  0.489  -0.20
C  -0.886  6.473  0.102  -0.13
H  0.974  9.581  -1.705  0.09
H  0.046  8.133  -1.796  0.07
H  1.276  8.602  -3.081  0.09
H  2.890  5.895  2.514  0.09
H  4.117  5.098  1.547  0.08
H  2.441  4.595  1.443  0.08
H  -1.443  5.958  0.884  0.08
H  -0.807  5.770  -0.728  0.07
H  -1.423  7.345  -0.271  0.09
C  1.793  -4.330  7.688  -0.05
O  0.819  -3.216  7.803  -0.25
P  -0.721  -3.637  7.563  0.44
O  -1.006  -4.839  8.393  -0.25
O  -1.522  -2.305  7.959  -0.23
C  -1.697  -1.756  9.263  -0.08
O  -0.887  -3.754  5.948  -0.20
C  -0.755  -2.634  5.113  -0.12
H  2.344  -4.418  8.624  0.09
H  2.444  -4.111  6.841  0.07
H  1.309  -5.288  7.503  0.08
H  -1.395  -2.497  10.003  0.09
H  -2.751  -1.570  9.468  0.09
H  -1.134  -0.829  9.370  0.09
H  -0.317  -1.855  5.737  0.07
H  -1.740  -2.362  4.734  0.09
H  -0.147  -2.760  4.217  0.07
C  -3.436  -1.193  1.231  -0.06
N  -4.784  -0.783  0.962  0.03
C  -5.152  -0.234  -0.196  -0.52
C  -6.610  0.082  -0.447  0.02
O  -4.310  0.026  -1.080  0.00
H  -2.996  -1.696  0.370  0.05
H  -3.379  -1.913  2.047  0.09
H  -2.784  -0.350  1.463  0.09
H  -5.428  -0.890  1.733  0.15
H  -6.746  1.027  -0.972  0.08
H  -7.258  0.119  0.429  0.08
H  -7.088  -0.653  -1.095  0.08
C  -3.819  3.433  0.967  -0.02
N  -4.889  4.054  0.070  0.02
C  -6.202  3.931  0.389  -0.55
C  -7.243  4.602  -0.553  0.00
O  -6.629  3.372  1.401  0.01
H  -3.066  3.036  0.285  0.05
H  -4.196  2.563  1.504  0.08
H  -3.400  4.228  1.583  0.07
H  -4.557  4.687  -0.644  0.12
H  -7.806  3.848  -1.103  0.08
H  -6.806  5.327  -1.239  0.07
H  -7.957  5.188  0.027  0.08
C  -4.264  2.740  -2.983  -0.04
N  -4.403  1.398  -3.618  0.03
C  -4.676  1.057  -4.889  -0.64
C  -4.761  -0.405  -5.067  -0.01
O  -4.742  1.769  -5.805  0.10
H  -4.810  2.681  -2.042  0.04
H  -4.747  3.500  -3.598  0.08
H  -3.252  3.054  -2.727  0.06
H  -4.421  0.590  -3.012  0.07
H  -5.781  -0.774  -4.959  0.09
H  -4.125  -1.034  -4.444  0.07
H  -4.448  -0.736  -6.058  0.09
C  3.213  2.554  -2.639  -0.05
N  3.026  3.913  -3.172  0.01
C  3.701  4.403  -4.258  -0.57
C  3.464  5.836  -4.734  0.01
O  4.559  3.751  -4.763  0.05
H  3.736  1.927  -3.362  0.08
H  2.210  2.205  -2.390  0.05
H  3.759  2.502  -1.698  0.07
H  2.307  4.502  -2.777  0.06
H  4.398  6.231  -5.133  0.08
H  3.259  6.419  -3.836  0.06
H  2.592  5.921  -5.383  0.08
Cl  6.508  2.541  1.303  0.50
C  5.154  1.345  1.085  -0.65
C  5.491  -0.011  1.725  -0.67
Cl  6.596  -0.830  0.622  0.59
H  4.931  1.255  0.021  0.04
H  4.335  1.811  1.633  0.05
H  4.554  -0.564  1.647  0.04
H  5.796  -0.016  2.771  0.08
Cl  1.539  -3.353  -4.984  0.61
C  1.271  -1.850  -5.857  -0.66
C  -0.226  -1.850  -6.185  -0.72
Cl  -0.643  -0.583  -7.333  0.57
H  1.863  -1.913  -6.770  0.07
H  1.609  -1.001  -5.262  0.07
H  -0.732  -1.709  -5.230  0.05
H  -0.488  -2.811  -6.627  0.05